Computed, not measured: a molecular structure, C21H47InO4PS2V at a distorted geometry, with ωB97M-V/def2-TZVPD.

```
! RIJCOSX wB97M-V def2-TZVPD def2/J DEFGRID3
* xyz 2 1
C -3.10021 -1.23393 -1.11750
C -3.68178 -2.68485 -1.00757
C -3.39465 -3.40025 0.36049
C -1.87782 -3.43322 0.80030
C -1.32559 -4.90578 0.66821
C -0.21560 -5.12774 -0.42557
C -0.28961 -4.16277 -1.66283
C 0.88280 -3.09166 -1.49951
C 0.56021 -1.71582 -2.18068
C 1.27616 -1.69423 -3.59203
C 1.35527 -0.25804 -4.23542
C 0.24408 0.73970 -3.75038
C 0.81144 1.75720 -2.68550
C -0.09481 3.03346 -2.64075
C -1.48924 2.65586 -1.94835
C -1.69057 3.45468 -0.61742
C -0.65459 2.97177 0.49567
C 0.03943 4.16263 1.25572
C 1.61093 4.22614 1.03184
C 2.35658 3.85069 2.36380
In 1.85453 1.71605 3.07543
C 3.84966 0.75286 3.48635
S 3.88764 -0.30345 4.97651
O 5.33944 -0.41276 5.33129
O 3.37374 -1.65675 4.64736
P 0.23917 1.63173 5.02378
O 0.95396 1.29767 6.49167
O -0.96598 0.51128 4.66204
S -0.67345 3.37655 5.17902
H -3.61975 -0.56289 -0.39114
H -3.34081 -0.84734 -2.13811
H -2.00941 -1.16853 -0.91927
H -3.39382 -3.35470 -1.84629
H -4.79401 -2.57428 -1.07717
H -3.86256 -4.41063 0.32887
H -3.95700 -2.83687 1.14579
H -1.24662 -2.65852 0.31963
H -1.87495 -3.19999 1.89531
H -0.85903 -5.17178 1.65078
H -2.11291 -5.67268 0.50540
H -0.36490 -6.16322 -0.82515
H 0.82620 -5.11317 -0.03185
H -0.05804 -4.68190 -2.62656
H -1.27628 -3.67457 -1.81014
H 1.78654 -3.56461 -1.93704
H 1.07330 -2.96866 -0.40436
H -0.52697 -1.52224 -2.29470
H 0.97146 -0.88994 -1.54120
H 2.32124 -2.06132 -3.46804
H 0.78305 -2.41528 -4.28242
H 2.37038 0.17365 -4.06655
H 1.25348 -0.36498 -5.33856
H -0.70197 0.25762 -3.42824
H -0.02365 1.38055 -4.65955
H 0.90957 1.26325 -1.69549
H 1.83168 2.04670 -3.01753
H -0.24273 3.31739 -3.73110
H 0.36444 3.88626 -2.10269
H -1.39955 1.57578 -1.69178
H -2.30598 2.82088 -2.70922
H -1.59065 4.55086 -0.79626
H -2.72045 3.24893 -0.23780
H 0.12564 2.36853 -0.03037
H -1.22791 2.28652 1.15626
H -0.38425 5.13587 0.93583
H -0.12677 4.03044 2.35191
H 1.90478 5.23840 0.66849
H 1.95432 3.47661 0.27567
H 2.06584 4.51481 3.20967
H 3.45398 3.91118 2.15952
H 1.03620 0.95023 1.67153
H 4.22235 0.12976 2.63862
H 4.59807 1.56921 3.62759
H 3.25886 0.30135 6.04984
H 0.45811 1.76126 7.18728
H -1.13974 0.57346 3.71045
V -1.58989 3.05160 -4.87582
*
```

Values from the calculation:
Frontier orbital gap: 0.096 Ha
E_HOMO: -13.6357 eV

Computed, not measured: a molecular structure, C35H35AsF12FeI2N3O2 at a distorted geometry, with ωB97M-V/def2-TZVPD.

```
! RIJCOSX wB97M-V def2-TZVPD def2/J DEFGRID3
* xyz 0 2
Fe 0.00739 -1.24105 -0.62630
C 4.54220 -4.07848 -0.64208
C 3.21124 -3.51682 -0.21242
C 3.06536 -3.05040 1.07001
C 2.01659 -2.28123 1.63254
C 0.68632 -2.29825 1.31832
N -0.19308 -1.29934 1.35853
C -1.49542 -1.50905 1.78908
C -1.74217 -2.44217 2.80359
C -3.00952 -2.66358 3.29724
C -4.09162 -1.94345 2.80526
C -5.48044 -2.13650 3.34424
C -3.84894 -1.02094 1.79614
C -2.58370 -0.79025 1.25946
C -2.46524 0.26274 0.13668
O -1.31059 0.26879 -0.66715
C -2.50876 1.64856 0.83910
F -2.50332 2.62950 -0.08889
F -1.41752 1.83731 1.58005
F -3.57358 1.87552 1.58629
C -3.69907 0.14891 -0.84623
F -3.41603 0.73430 -2.02118
F -4.01678 -1.10258 -1.11465
F -4.80759 0.75989 -0.39427
C 0.91080 -3.38063 -1.25753
C 2.27294 -3.30819 -1.26697
C 0.09370 -2.86224 -2.49915
O 0.23383 -1.51325 -2.55362
C -1.41649 -3.12985 -2.29576
F -1.78584 -4.38828 -2.19229
F -1.72340 -2.51738 -1.07684
F -2.17883 -2.53051 -3.18928
C 0.57978 -3.53621 -3.81543
F -0.30838 -3.39217 -4.80079
F 1.71690 -2.96402 -4.23858
F 0.81269 -4.83222 -3.66865
H 5.25733 -4.06766 0.17951
H 4.43605 -5.10715 -0.99074
H 4.95875 -3.49861 -1.47098
H 3.96604 -3.10147 1.67527
H 2.30630 -1.54354 2.37710
H -0.89546 -2.97578 3.22125
H -3.15876 -3.39897 4.07911
H -5.54504 -3.04677 3.93926
H -5.77435 -1.29906 3.98099
H -6.20940 -2.20774 2.53595
H -4.69927 -0.47363 1.41635
H 2.71826 -3.07124 -2.23005
N 1.53443 0.09887 -0.83956
C 2.78823 0.13618 -0.17410
C 3.89825 -0.45521 -0.70095
C 5.10778 -0.48428 0.03320
C 5.18488 0.06838 1.27486
C 4.05417 0.72476 1.83021
C 4.05398 1.32584 3.10907
C 2.92444 1.94115 3.56221
C 1.79127 1.98615 2.72018
N 1.75209 1.44211 1.53246
C 2.85857 0.79056 1.09319
H 1.61915 -0.00814 -1.84884
H 1.00270 0.92428 -0.58784
H 3.84539 -0.93191 -1.67341
H 5.97148 -0.97192 -0.39982
H 6.10369 0.02347 1.84642
H 4.95178 1.28669 3.71459
H 2.88592 2.40208 4.53937
H 0.89197 2.49766 3.04810
C -3.08558 3.09954 -3.62638
C -1.83729 3.45221 -2.84107
As -0.78703 2.01082 -2.05374
C -1.74803 5.25408 0.98412
C -1.39328 6.69253 0.99798
C 0.34124 3.18788 -0.96451
C 1.68522 3.36723 -1.66897
H -3.45832 3.97957 -4.15158
H -3.87609 2.74170 -2.96833
H -2.88708 2.32366 -4.36701
H -2.03288 4.22663 -2.09878
H -1.04548 3.83328 -3.51014
H -1.15697 4.53712 1.53610
H -2.69758 4.92023 0.59290
H -0.31672 6.84573 0.88688
H -1.67243 7.16567 1.94943
H -1.90350 7.24605 0.20919
H 0.49259 2.71599 0.00961
H -0.16718 4.13984 -0.82506
H 2.19531 2.41979 -1.84304
H 2.33791 3.97917 -1.04597
H 1.58243 3.87035 -2.63229
I 0.14341 -4.32551 0.43894
I 0.13327 -7.12517 -0.94916
*
```

Values from the calculation:
Relative energy (zero: lowest compared OMol25 entry of this formula, charge and spin): 0.000 eV
Frontier orbital gap: 0.195 Ha
<S²>: 0.75
E_HOMO: -6.7006 eV

Computed, not measured: a molecular structure, C25H44AsN4O4PtSSi2 at a distorted geometry, with ωB97M-V/def2-TZVPD.

```
! RIJCOSX wB97M-V def2-TZVPD def2/J DEFGRID3
* xyz 1 3
Pt 0.06700 0.02710 -0.55940
C 0.66580 -1.49850 3.82990
C 0.92950 -0.97770 2.40160
N 0.24790 0.28790 2.20570
C -1.17210 0.14010 2.45610
C -1.40840 -0.23470 3.93440
N -0.07980 -0.44370 4.56540
C 0.69450 0.82210 4.55920
C 0.80770 1.29190 3.08680
H 1.59200 -1.72240 4.36260
H 0.05670 -2.40320 3.80370
H 0.55790 -1.71380 1.67940
H 1.99620 -0.82610 2.22010
H -1.55920 -0.62780 1.78310
H -1.66650 1.08380 2.22040
H -1.99130 -1.15020 4.01910
H -1.92280 0.56010 4.47750
H -0.21300 -0.74620 5.53120
H 1.67150 0.63040 5.00630
H 0.17770 1.55670 5.17900
H 1.85120 1.46300 2.81130
H 0.26590 2.22670 2.93480
C -3.96070 -6.64180 -3.56750
C -3.14450 -5.65800 -2.78920
C -2.68800 -4.48260 -3.37400
C -1.95860 -3.56400 -2.63660
C -1.68140 -3.83090 -1.31020
C -2.10010 -5.00550 -0.71730
C -2.82880 -5.91720 -1.45750
S -0.78980 -2.63760 -0.34490
O -1.71290 -1.50340 -0.12390
O -0.41210 -3.23390 0.92770
O 0.36850 -2.22860 -1.15630
H -4.08850 -6.31960 -4.59770
H -4.94660 -6.75500 -3.11560
H -3.47950 -7.61850 -3.56330
H -2.90740 -4.29590 -4.41550
H -1.60110 -2.64540 -3.07740
H -1.83770 -5.17390 0.31490
H -3.15920 -6.84360 -1.01220
C 2.99930 -0.36370 -3.99760
Si 3.52250 -0.91430 -2.23740
C 3.23980 -2.77260 -1.96720
C 5.37700 -0.49390 -1.96790
As 2.32110 0.51120 -0.72670
Si 2.52880 2.72280 -1.55850
C 2.00900 3.78810 -0.04040
C 1.39070 2.98400 -3.09300
C 4.29970 3.27240 -2.04010
H 3.37890 -1.05320 -4.74460
H 3.37650 0.62880 -4.23190
H 1.91550 -0.34640 -4.07670
H 3.65070 -3.36590 -2.77750
H 2.17560 -2.96820 -1.90580
H 3.68620 -3.11260 -1.03800
H 6.00360 -0.99080 -2.70310
H 5.71460 -0.80420 -0.98170
H 5.55450 0.57410 -2.05020
H 1.23950 3.26460 0.52320
H 1.64820 4.78260 -0.27780
H 2.87090 3.90550 0.61110
H 0.45170 2.44810 -2.97310
H 1.88450 2.57910 -3.97250
H 1.17990 4.02910 -3.30810
H 4.99630 3.06100 -1.23340
H 4.33940 4.33830 -2.23930
H 4.65350 2.76300 -2.93050
N -1.20550 5.62170 -2.11840
C -2.42850 5.19370 -1.73520
O -3.37440 5.93660 -1.60340
C -2.53820 3.72260 -1.46000
C -3.78140 3.11330 -1.62710
C -3.89600 1.76740 -1.33420
C -2.78740 1.08000 -0.86920
N -1.59890 1.65910 -0.68840
C -1.48240 2.95280 -0.98480
H -1.10530 6.59370 -2.36310
H -0.45570 4.98890 -2.32870
H -4.62590 3.69390 -1.96580
H -4.83310 1.24950 -1.44820
H -2.85320 0.03120 -0.61730
H -0.51240 3.38790 -0.79900
*
```

Values from the calculation:
Relative energy (zero: lowest compared OMol25 entry of this formula, charge and spin): 1.550 eV
Frontier orbital gap (alpha / beta): 0.261 / 0.230 Ha
<S²>: 2.01
E_HOMO (alpha / beta): -9.6124 / -10.3969 eV

Computed, not measured: a molecular structure, C32H45Cl2N2PPt at a distorted geometry, with ωB97M-V/def2-TZVPD.

```
! RIJCOSX wB97M-V def2-TZVPD def2/J DEFGRID3
* xyz 0 5
P -0.18930 0.97242 -3.14133
C -1.86515 0.23788 -3.30245
C -2.35564 1.07539 -4.45119
C -3.78755 0.65390 -4.76445
C -3.92078 -0.87839 -4.91824
C -3.28114 -1.72340 -3.79619
C -1.84655 -1.28047 -3.51017
C 1.34119 0.14994 -3.72336
C 1.23657 0.50384 -5.17722
C 2.56880 0.11997 -5.82000
C 2.94444 -1.35236 -5.53135
C 2.82988 -1.78309 -4.05325
C 1.48677 -1.36060 -3.44415
C -0.06413 2.77614 -2.67374
C -1.18293 3.24381 -1.70931
C -1.19194 4.79080 -1.72196
C 0.17823 5.40054 -1.38502
C 1.36232 4.73854 -2.10446
C 1.30630 3.19418 -2.08920
H -2.38733 0.41399 -2.32320
H -1.68822 0.91692 -5.31499
H -2.33370 2.14144 -4.18222
H -4.10184 1.20107 -5.66012
H -4.39432 0.98452 -3.89416
H -4.98007 -1.11862 -4.99002
H -3.42537 -1.15255 -5.87313
H -3.86285 -1.58257 -2.86561
H -3.29657 -2.78727 -4.05362
H -1.43794 -1.78712 -2.61864
H -1.19529 -1.52650 -4.36813
H 2.17105 0.62975 -3.15317
H 3.32815 0.78402 -5.36218
H 1.04710 1.57675 -5.30658
H 0.40464 -0.06340 -5.62216
H 2.48859 0.33625 -6.89482
H 3.97465 -1.51170 -5.87490
H 2.27162 -1.98496 -6.13654
H 2.95978 -2.87486 -3.96302
H 3.63078 -1.30148 -3.47406
H 1.44084 -1.56200 -2.36063
H 0.66692 -1.92317 -3.91808
H -0.19752 3.17056 -3.72415
H -2.17304 2.86786 -2.00866
H -1.02393 2.87447 -0.67797
H -1.47237 5.11104 -2.74548
H -1.95655 5.17024 -1.03462
H 0.34072 5.30865 -0.28895
H 0.16863 6.46225 -1.61334
H 2.30904 5.08160 -1.67558
H 1.33908 5.04715 -3.16732
H 2.13506 2.80107 -2.69699
H 1.46327 2.80981 -1.06468
Pt 0.20395 -0.40335 0.60424
Cl 2.31097 0.24830 -0.14408
Cl -2.03625 0.31988 0.48964
C -0.49121 -2.02057 -0.19784
H -1.57370 -2.02399 -0.47269
C 0.29183 -3.24315 -0.26797
C 1.72489 -3.11391 -0.18148
C 2.48053 -4.27352 -0.15063
C 1.84110 -5.52842 -0.20002
C 0.44401 -5.61754 -0.29886
C -0.33871 -4.48061 -0.36131
H 2.16053 -2.14001 -0.12476
H 3.57449 -4.19725 -0.06805
H -0.05938 -6.60375 -0.31058
H -1.42389 -4.48140 -0.40384
H 2.44191 -6.43761 -0.15122
N 1.42590 -0.79894 4.45088
C 1.30692 -1.23129 3.20933
N 0.74340 -0.21684 2.50498
C 0.48716 0.91086 3.30888
C -0.02297 2.11866 2.99013
C -0.11448 3.07478 4.02110
C 0.36872 2.67121 5.27034
C 0.88487 1.39845 5.56843
C 0.94532 0.47930 4.61396
H 1.80351 -1.40418 5.19518
H 1.48865 -2.12706 2.68137
H -0.41030 2.34345 1.89633
H -0.54234 4.09614 3.84924
H 0.34009 3.44484 6.12177
H 1.28283 1.05279 6.55068
*
```

Values from the calculation:
Frontier orbital gap (alpha / beta): 0.198 / 0.209 Ha
<S²>: 6.04
E_HOMO (alpha / beta): -5.0371 / -6.9727 eV